Molecular formula: C27H44BrNP2SSn
Method: DFT, ωB97M-V with the def2-TZVPD basis set

Element x y z (Å)
Sn -0.23070 -0.41619 1.70402
Br -6.51589 1.82411 2.72963
S -0.51075 -1.57300 4.02730
P 2.07319 -0.50775 0.38987
P -1.58928 -1.68212 -0.74730
N 3.67174 4.08644 -2.21427
C -4.06317 -3.21939 -0.73276
C -0.99846 2.81700 0.10026
C -2.66131 1.20920 1.34270
C -0.05265 3.33375 -0.46645
C 4.69411 0.22245 1.18608
C 3.52513 0.24801 -1.93473
C 2.63065 3.71828 -2.99968
C 2.70591 -2.22229 0.63157
C -2.72091 -2.97354 -0.03715
C -0.51019 -2.54689 -1.95877
C -4.43574 3.40446 1.38317
C -3.93548 1.05913 1.90120
C 3.83838 -2.64697 -0.30228
C 2.16410 4.33053 -0.35097
C 2.14098 -0.12507 -1.40879
C -4.78433 2.15109 1.91443
C -1.09200 -3.80033 -2.60572
C -2.20808 2.43348 0.80922
C -2.63459 -0.51535 -1.74614
C 0.95477 -0.53162 4.46113
C 3.43974 4.43110 -0.92243
C -1.75948 -0.30255 4.55547
C 1.12463 3.81072 -1.12366
C 1.31455 3.59756 -2.50142
C -3.13654 3.51043 0.84600
C -3.05173 -0.98005 -3.14353
C 3.23183 0.66092 1.19728
H -1.38454 0.72547 4.58348
H 1.41556 -1.09783 5.28387
H 1.42363 0.70110 -1.56119
H 1.83501 -2.89206 0.52914
H -0.28979 -4.23628 -3.21133
H -4.66636 -2.30679 -0.85464
H 4.85169 -0.74639 1.67587
H 1.98183 4.52299 0.72611
H -0.26660 -1.79146 -2.72805
H 2.86299 0.81012 2.22583
H 3.56936 -2.57788 -1.36364
H -5.14889 4.23541 1.38600
H 4.28135 -0.51766 -1.71561
H -2.84024 4.45532 0.41066
H -2.89823 -2.66851 1.01558
H 1.74496 -1.00047 -1.95188
H -2.02890 -0.59508 5.57862
H -2.03714 0.41724 -1.81878
H 3.48902 0.34043 -3.02643
H -3.52483 -0.29183 -1.13065
H -2.19658 -1.16750 -3.80948
H 3.86664 1.22160 -1.55882
H -3.62243 -0.16320 -3.60103
H 3.11182 1.62711 0.68022
H 5.30203 0.95339 1.72952
H -4.65105 -3.89656 -0.09924
H -3.72104 -1.85533 -3.14114
H 0.48814 3.22598 -3.11135
H -1.38510 -4.56225 -1.86894
H -2.63211 -0.35947 3.90508
H 3.03354 -2.28957 1.68267
H 0.41719 -2.79779 -1.40124
H 5.10880 0.18186 0.17036
H -2.14023 -3.91365 -0.01596
H -3.96666 -3.72871 -1.70554
H 2.86504 3.49034 -4.05581
H -4.31834 0.12115 2.30775
H 1.66495 -0.50519 3.61654
H 4.75346 -2.06681 -0.12687
H -1.92948 -3.59247 -3.29250
H -2.15216 0.22824 1.29683
H 0.69038 0.47798 4.81244
H 4.10446 -3.69387 -0.11574
H 4.32043 4.77331 -0.33401

Its charge is +4. Its frontier orbital gap (spin up / spin down) is 3.20 / 3.28 eV. The multiplicity is 1. As for the largest force on an atom: 2.7 eV Å⁻¹. The value obtained for the electronic energy is -135442.84720 eV.

---

Molecular formula: C27H45Cl2OPV
Method: DFT, ωB97M-V with the def2-TZVPD basis set

Element x y z (Å)
V 0.08285 0.00898 1.94018
Cl -2.00433 0.78118 2.34867
Cl 2.30212 0.57474 1.95702
P -0.11869 0.74070 -0.36254
O 0.35266 0.27871 4.06208
C 1.84221 -5.49090 1.78398
C -1.83894 -1.23274 -1.45150
C 1.81699 -3.07169 1.80003
C -3.28538 -1.61024 -1.79768
C -1.18275 3.24222 0.33488
C 0.10216 -0.72555 6.26332
C 2.86641 -1.27560 -3.45758
C 2.48889 0.20150 -3.62525
C -3.83946 -0.75263 -2.94088
C 0.43371 -5.50580 1.74404
C -3.66793 0.74736 -2.68015
C -1.75690 0.25943 -1.12228
C -0.57434 -0.38687 4.95162
C 1.29288 0.15194 -1.42179
C 2.52288 -4.26724 1.82709
C 1.18321 0.55473 -2.89502
C 0.39985 -3.06591 1.66234
C 1.33592 4.69553 -0.16459
C 0.18882 5.36623 0.59710
C 1.29908 3.16652 -0.05116
C -0.29782 -1.81554 1.48467
C 1.56321 -1.34682 -1.27920
C 2.87238 -1.71377 -1.98812
C -2.22516 1.11854 -2.30545
C -0.05783 2.60248 -0.48428
C -0.27592 -4.31847 1.69875
C -1.17020 4.76838 0.21865
H -1.56209 0.95625 -3.16902
H -1.18956 -1.45939 -2.31095
H 3.04177 -2.79503 -1.91193
H -2.16857 2.85289 0.04414
H 0.88981 -1.46811 6.11117
H 1.61516 -1.62743 -0.22071
H -1.96680 5.18867 0.84369
H 2.30286 5.06168 0.19769
H -1.40828 -1.90865 1.44348
H 2.39525 -6.42242 1.81094
H 1.26016 4.96800 -1.22556
H -1.36722 -4.31875 1.69978
H 2.39085 0.44822 -4.68831
H -4.33035 1.04649 -1.85529
H -3.97088 1.31895 -3.56404
H 0.52386 0.16439 6.73251
H -3.31411 -1.01554 -3.86871
H 0.35150 5.24286 1.67556
H 0.96847 1.62866 -2.99996
H 1.49280 2.86464 0.98816
H -0.64726 -1.14904 6.93649
H 3.70191 -1.21741 -1.46393
H 2.11540 2.73495 -0.64564
H -0.21285 2.82182 -1.55657
H -2.42768 0.44705 -0.26247
H -3.90794 -1.46762 -0.90349
H -3.33265 -2.67125 -2.06569
H 2.14923 0.67853 -0.96235
H -1.45908 0.25970 5.07412
H 3.61385 -4.25459 1.89764
H -2.17501 2.19009 -2.06898
H 2.14224 -1.89141 -4.00777
H 3.84875 -1.46146 -3.90635
H -0.09328 -6.45999 1.76136
H -1.06090 2.95208 1.38753
H -0.92214 -1.28610 4.42599
H -1.39603 5.03686 -0.82169
H 0.73383 -1.92929 -1.70430
H -1.47727 -1.83685 -0.60857
H 0.34520 0.01700 -3.36619
H 3.29569 0.82448 -3.21517
H 0.18620 6.44183 0.39205
H 2.34097 -2.11971 1.89486
H -4.89798 -0.98335 -3.10314
H 0.93157 0.91794 4.51264

Its charge is -1. Its frontier orbital gap (spin up / spin down) is 5.64 / 5.58 eV. The multiplicity is 3. As for the largest force on an atom: 1.9 eV Å⁻¹. Its expectation value of S² is 2.30. The value obtained for the electronic energy is -90802.74264 eV.

---

Molecular formula: C27H45Cl4HoO2P
Method: DFT, ωB97M-V with the def2-TZVPD basis set

Element x y z (Å)
Ho -2.59947 1.29573 3.16160
Cl -2.57702 -3.80057 1.61424
Cl -0.84602 2.40802 1.73234
Cl -0.27252 -3.28648 3.31842
Cl -2.92300 -3.43039 4.47422
P 0.74356 0.07814 -0.01083
O -3.37575 -0.92436 3.14133
O -1.24549 -0.58387 2.61882
C -2.01765 1.81936 5.14344
C 1.47709 2.59156 -3.97323
C 3.31146 -0.07630 3.29185
C -1.99397 -2.93165 3.06301
C 0.12223 -4.00456 -0.63316
C -4.80442 2.67151 -1.41521
C 2.04002 -0.17218 2.43470
C 0.56224 -2.70523 0.04582
C -2.20528 -1.37900 2.89333
C 1.01224 -4.33611 -1.83438
C -4.40766 0.44176 -0.16379
C 2.35939 0.06327 0.94521
C 4.44392 -0.96702 2.77317
C -4.42141 1.15792 -1.48206
C 3.43806 -0.89075 0.43699
C 2.45983 1.45565 -1.90095
C 4.71201 -0.76800 1.27719
C 1.56553 -1.84478 -2.09614
C -4.37684 1.09526 0.96355
C -4.08698 2.58702 1.00134
C 1.17419 -3.15239 -2.79805
C 0.59448 -1.54576 -0.95539
C 0.06757 2.45436 -3.38500
C -4.97436 3.30679 -0.04142
C 1.04490 1.37783 -1.31717
C 2.57550 2.61003 -2.90337
C -0.03997 1.28274 -2.40385
H -3.05448 2.82355 0.68857
H 5.14111 0.22929 1.11179
H -1.68067 2.78629 5.58511
H -4.41804 -0.65953 -0.17241
H -4.68708 4.36473 -0.10930
H 2.71358 0.51151 -2.40512
H 2.51988 3.55307 -2.34322
H -4.17225 3.06577 2.00423
H 0.06111 0.33596 -2.95569
H 3.64829 0.96935 3.29172
H 0.59059 -5.19161 -2.37461
H 5.36188 -0.76311 3.33580
H -0.10711 -2.47160 0.88203
H -0.41959 -1.44989 -1.39336
H -6.01750 3.27135 0.30308
H 1.53706 3.50845 -4.57060
H 3.68300 -0.68547 -0.61502
H -1.03456 1.27565 -1.93264
H -0.91898 -3.89081 -0.96381
H 1.57816 -1.03037 -2.83099
H 3.56357 2.57564 -3.37826
H 2.00118 -4.64389 -1.46812
H -2.08759 1.19252 6.06770
H -5.71985 2.79771 -1.99434
H 2.58577 -1.94061 -1.70135
H 3.20322 1.59920 -1.10531
H 1.30130 0.57153 2.76903
H -4.64141 0.63806 1.93783
H 4.18414 -2.01865 2.95389
H -5.17300 0.62026 -2.07733
H 1.92531 -3.38950 -3.56135
H 3.07392 -1.92521 0.49132
H -0.66477 2.32405 -4.19032
H 0.22267 -2.98667 -3.32124
H 2.73291 1.10016 0.84489
H -0.19585 3.37754 -2.85142
H -4.02188 3.20935 -1.96123
H 1.56768 -1.15858 2.56990
H 1.66009 1.75240 -4.65777
H 1.56219 -2.85672 0.47888
H 3.06935 -0.33746 4.32842
H 0.13728 -4.81972 0.10089
H 0.85863 2.30051 -0.73340
H 5.44675 -1.50140 0.92270
H -3.45242 1.06933 -2.01610

Its charge is -1. Its frontier orbital gap (spin up / spin down) is 4.50 / 4.59 eV. The multiplicity is 5. As for the largest force on an atom: 3.0 eV Å⁻¹. Its expectation value of S² is 6.01. The value obtained for the electronic energy is -118001.92519 eV.

---

Molecular formula: C27H45F10N7O11S
Method: DFT, ωB97M-V with the def2-TZVPD basis set

Element x y z (Å)
S 1.55290 5.41717 -3.40711
F 5.26447 4.85502 -3.68072
F 4.99326 2.23664 -4.02529
F 3.48776 2.05282 -2.49198
F 4.02344 4.83819 -1.95075
F 6.13082 1.30720 -1.98128
F 6.66968 3.35585 -1.86768
F 2.39229 4.24561 1.90923
F 3.41024 5.21983 -5.13535
F 2.54617 3.34488 -4.68406
F 5.11586 2.51712 -0.58244
O 1.50285 -4.96454 1.75380
O 0.31250 -0.27456 -2.69280
O -1.99941 -7.20272 1.45370
O 3.78159 5.47782 0.83138
O -2.59330 6.13580 -2.65038
O 2.05473 6.68314 -2.93405
O -4.15186 0.00021 4.03434
O -1.15553 -3.35181 -1.97520
O 1.53452 3.04059 -0.46961
O -1.92191 4.43815 1.66087
O 0.66444 5.66251 -4.50212
N -1.54339 4.15885 -3.24216
N -0.12600 -8.31288 1.96954
N -0.60303 4.83867 3.42709
N 1.69172 5.28225 -0.04334
N 0.99591 -3.60878 -2.54733
N -5.30424 -0.90571 2.34194
N -0.37356 -4.10540 2.62479
C 0.87946 -3.97722 2.12650
C -1.25281 -3.05227 3.08978
C -0.41921 5.61306 -1.67794
C 0.00032 2.06271 -3.15186
C 1.33327 4.13410 -0.82147
C -1.35129 -8.23969 1.38871
C -0.43844 3.43900 -2.58650
C -1.69889 5.41013 -2.55212
C -2.92041 4.15208 3.82420
C 0.78306 -9.44164 2.00012
C -5.62924 -1.18629 0.95535
C 1.46028 -2.58772 2.03876
C -0.25899 4.94462 4.83238
C 4.20270 4.24859 -3.15634
C 2.28306 -4.27253 -2.60433
C 0.61330 4.49529 -2.15980
C -4.29329 -0.13756 2.82762
C -1.86697 -9.46425 0.67475
C -0.14005 -4.03214 -1.92783
C 2.98437 4.47554 -4.12411
C -0.42732 0.86908 -2.23444
C 5.65125 2.54093 -1.78307
C 4.55364 2.76582 -2.87390
C -1.79197 4.48343 2.88032
C -0.09323 -5.34844 -1.19412
C 2.72332 5.02546 0.88321
C -3.37143 0.52287 1.83005
H 0.37552 -10.30200 1.47876
H -5.58261 -2.26415 0.79250
H -3.15716 5.01873 4.44313
H -0.13669 1.07397 -1.19560
H 3.03818 -3.61789 -2.16469
H -1.50582 -3.24189 4.13394
H 0.15730 -7.45788 2.42586
H -3.80385 3.88419 3.25140
H -2.87015 -0.23720 1.22745
H -0.79715 -2.07108 3.00401
H 1.08257 1.95218 -3.29392
H -2.61707 1.09989 2.35834
H -2.64195 3.30451 4.45256
H 2.54077 -4.45576 -3.64979
H 0.97673 -9.71146 3.03975
H -0.04599 6.63622 -1.56184
H 0.84372 -1.96316 1.39010
H -0.57562 1.91310 -4.08505
H 1.72339 -9.14926 1.52972
H 0.56732 4.26436 5.04512
H -2.16415 -3.08056 2.48955
H 2.46067 -2.64443 1.61812
H -4.94415 -0.69367 0.27311
H -0.77768 5.27405 -0.68389
H -6.64514 -0.84173 0.75407
H 0.10712 5.04651 2.74190
H -1.06716 -5.54952 -0.75439
H -1.19766 -9.73182 -0.14431
H -1.95346 -10.29816 1.37291
H -1.09910 4.69712 5.47301
H -1.49031 0.60833 -2.36977
H 0.89119 -2.72014 -3.01299
H 2.27404 -5.21611 -2.06821
H -5.87879 -1.31527 3.06230
H 0.06259 5.96638 5.04101
H -0.88993 3.15158 -1.60710
H 0.64665 -5.30554 -0.39387
H -0.70565 -5.05953 2.65634
H -2.43712 3.71918 -3.00936
H 0.47992 -0.18842 -3.64054
H -3.94041 1.19759 1.18853
H -2.85015 -9.25061 0.26467
H 0.14974 -6.15583 -1.88825
H 2.00594 6.03356 -0.66476
H 1.52421 -2.14334 3.03316

Its charge is 0. Its frontier orbital gap is 9.33 eV. The multiplicity is 1. As for the largest force on an atom: 5.0 eV Å⁻¹. The value obtained for the electronic energy is -99692.68681 eV.

---

Molecular formula: C27H46Be2Br5Cl4NO9SSi2
Method: DFT, ωB97M-V with the def2-TZVPD basis set

Element x y z (Å)
Br 2.50807 4.88305 -3.74990
Br 4.93957 2.51731 -6.18301
Br -1.80406 -3.78491 0.28508
Br 5.50962 3.93860 -4.33530
Br 4.96892 6.78468 -2.97720
Cl -0.31403 6.29711 0.33861
Cl -5.49868 2.46445 4.13767
Cl -0.84061 4.18177 -1.60003
Cl -4.05975 -0.05383 4.44870
S 2.63147 0.34276 -6.97986
Si -0.42896 -0.76252 -5.62988
Si 1.30944 1.53922 -5.76230
O -2.75824 1.84458 -0.30242
O 0.94037 9.89368 -4.58912
O -0.30332 0.96428 -5.65421
O -5.19712 -4.17750 -3.01372
O 2.83760 8.64345 -4.66387
O -3.33630 -5.47507 -3.01647
O 1.80573 8.95373 -2.76244
O -3.67850 -0.67180 -2.98166
O -3.24180 -3.25552 -3.20206
N 4.41686 -3.78613 5.17008
C -2.81759 -0.46336 -4.11466
C -1.41720 -3.07966 5.09067
C -5.34831 0.97933 5.08220
C 3.89110 -1.98793 7.06294
C -0.89976 -3.76964 2.59126
C 2.40883 -0.44995 3.09462
C 2.03098 -2.52004 1.63313
C -0.26295 -3.40096 3.99872
C -1.53660 -1.42093 -4.18932
C 2.10510 1.85388 -4.02816
C 1.83989 9.19926 -4.11102
C -1.85698 1.05038 0.41980
C 4.18544 -2.99343 6.00127
C -0.49142 0.70630 -0.18721
C -1.19050 -0.31206 2.61762
C -3.10611 -0.20290 -1.76072
C -1.51810 5.17571 -0.30389
C 0.44412 -4.75202 4.54413
C 0.45009 -0.15694 0.59114
C 0.83680 -2.25341 4.04450
C 2.34126 0.71099 -3.24766
C -2.87998 1.36742 -1.66093
C 1.26207 -1.54642 2.68278
C -3.96527 -4.40174 -3.06811
C -2.17477 0.52958 1.81108
C 4.29479 5.45740 -4.19306
C 0.12710 -0.67780 1.99258
Be 1.23876 -4.87234 0.69726
Be 4.46191 -0.71436 2.09969
H 2.81250 -1.89668 7.19821
H -1.67216 -4.59136 2.77836
H 2.39631 0.80279 -2.12463
H -1.02750 -1.14824 -6.93030
H -5.11828 1.23796 6.11347
H -2.46168 0.60269 -4.25629
H -3.73642 1.92399 -2.16227
H -3.75232 -0.54848 -0.88187
H -0.33133 -5.56839 4.66577
H -0.27098 1.12929 -1.20853
H 2.45103 -0.29945 -3.75399
H 0.86740 -1.44807 -5.52529
H 2.68086 -3.28487 2.15944
H -2.10352 -0.71265 -1.62810
H -1.94289 1.67915 -2.23531
H 3.27902 -1.06316 3.50154
H 0.95125 -4.50020 5.53583
H 2.33983 2.92535 -3.69287
H -2.40374 -3.55620 4.80308
H 1.80525 -2.64816 4.54388
H 2.61732 8.41810 -2.78799
H -2.35674 5.74515 -0.69860
H -1.51749 -1.97666 5.31536
H 4.29808 -1.01729 6.77702
H 1.24772 -5.08387 3.80581
H 2.78008 0.08429 2.14835
H -6.28951 0.43564 5.03853
H 1.30028 -2.99253 0.86668
H -1.45565 -2.92819 2.06830
H -0.87364 -1.39899 -3.26871
H 0.46496 -1.42425 4.74315
H -3.45576 -0.70359 -5.03422
H -1.07876 -3.56937 6.06911
H 3.07396 -0.65308 -6.12963
H 2.74174 -1.89274 0.99025
H -0.08400 -4.27723 1.94375
H -4.04758 -2.69839 -3.19948
H 4.24306 5.92284 -5.17725
H -1.79596 -2.48277 -4.48930
H 4.34313 -2.30048 8.00469
H 1.26258 2.87071 -6.40307
H -1.46322 -0.66320 3.65003
H -1.85824 4.52337 0.49792
H 2.01773 0.31188 3.83511
H 1.43993 -0.42486 0.09722
H -3.17567 0.80443 2.26948

Its charge is 0. Its frontier orbital gap is 2.05 eV. The multiplicity is 1. As for the largest force on an atom: 3.8 eV Å⁻¹. The value obtained for the electronic energy is -476337.25778 eV.